# 1
This record from the OMol25 dataset describes C22H11AlCl3F3N4O4S2 as an isolated structure at a distorted geometry. The level of theory is the ωB97M-V functional and the def2-TZVPD basis.

The calculation puts the HOMO energy at -7.5 eV. The HOMO-LUMO gap comes out at 6.0 eV. As for the multiplicity: 1. Its relative energy (zero: lowest compared OMol25 entry of this formula, charge and spin) is 17.2 kcal/mol.

Last column: Mulliken charge in e.
Atoms and positions in Å:
Al (0.8926, -0.7230, -0.1996)  0.448
S (2.7624, 0.2596, 0.9379)  -0.402
C (1.3940, 1.0444, 1.5694)  0.304
N (0.2093, 0.6831, 1.1201)  0.762
C (-0.8169, 1.4212, 1.6874)  -0.499
C (-2.1764, 1.2981, 1.4146)  -0.223
C (-3.0625, 2.1320, 2.0700)  -0.868
C (-2.6135, 3.0710, 2.9983)  -0.506
C (-1.2656, 3.1998, 3.2842)  -0.567
C (-0.3751, 2.3735, 2.6155)  0.965
S (1.3663, 2.3085, 2.7488)  -0.245
H (-2.5183, 0.5451, 0.7162)  0.422
H (-4.1215, 2.0503, 1.8651)  0.408
H (-3.3256, 3.6992, 3.5161)  0.394
H (-0.9139, 3.9193, 4.0114)  0.408
O (-1.8208, -6.0929, 3.2028)  -0.694
C (-1.2950, -5.1672, 3.8295)  0.470
O (-1.1513, -4.8993, 5.0293)  -0.708
C (-0.6220, -4.0809, 2.8792)  0.292
C (0.1018, -3.0260, 3.4200)  -1.055
C (0.6323, -2.0659, 2.5842)  0.040
N (0.4523, -2.0992, 1.2589)  0.117
C (-0.2456, -3.1260, 0.7340)  0.701
C (-0.7827, -4.1381, 1.4991)  -0.822
C (-0.4427, -3.0111, -0.7523)  0.086
O (-0.8956, -3.8840, -1.4429)  -0.635
O (-0.0392, -1.8291, -1.1950)  -0.658
H (0.2276, -2.9722, 4.4929)  0.496
H (1.2160, -1.2393, 2.9736)  0.518
H (-1.3366, -4.9500, 1.0483)  0.596
Cl (4.0601, -0.3998, -4.6157)  -0.087
C (4.4891, -1.2658, -3.1217)  0.712
Cl (4.9455, -2.9311, -3.4891)  -0.072
Cl (5.8026, -0.4194, -2.2747)  -0.077
C (3.3337, -1.2489, -2.2466)  0.221
N (2.4483, -1.1818, -1.5316)  -0.397
F (-0.3084, 4.8117, -4.3193)  -0.262
C (-0.9878, 3.6580, -4.3526)  0.820
F (-2.2861, 3.9343, -4.1680)  -0.256
F (-0.8517, 3.1389, -5.5860)  -0.238
C (-0.4809, 2.6828, -3.3262)  0.376
C (-1.3309, 1.6979, -2.8432)  -1.078
C (-0.8229, 0.7722, -1.9574)  -0.324
N (0.4587, 0.7774, -1.5575)  0.051
C (1.2621, 1.7374, -2.0188)  -0.212
C (0.8365, 2.7105, -2.9001)  -1.076
H (-2.3652, 1.6519, -3.1511)  0.490
H (-1.4381, -0.0217, -1.5608)  0.712
H (2.2845, 1.7151, -1.6602)  0.674
H (1.5171, 3.4794, -3.2363)  0.479

***

# 2
This record from the OMol25 dataset describes C22H11Cl5F6N3NiO4S3 as an isolated structure at a distorted geometry. The level of theory is the ωB97M-V functional and the def2-TZVPD basis.

The calculation puts the HOMO energy (alpha / beta) at -2.9 / -2.8 eV. The HOMO-LUMO gap (alpha / beta) comes out at 4.3 / 4.2 eV. As for the multiplicity: 1. Its relative energy (zero: lowest compared OMol25 entry of this formula, charge and spin) is 54.4 kcal/mol. The total charge is -1.

Last column: Mulliken charge in e.
Atoms and positions in Å:
Ni (0.3943, -0.4443, -0.1571)  0.857
F (4.7607, -2.1530, -2.1138)  -0.234
C (3.5380, -2.3225, -2.6184)  0.609
F (3.6065, -3.1954, -3.6235)  -0.245
F (3.1152, -1.1562, -3.0973)  -0.171
S (2.4252, -2.9634, -1.2868)  0.921
O (2.2301, -1.8299, -0.4074)  -0.661
O (3.1000, -4.1227, -0.8072)  -0.648
N (1.0924, -3.3606, -2.0323)  -0.604
S (-0.0889, -2.3378, -2.0981)  1.189
O (-1.0788, -2.4917, -1.0611)  -0.667
O (0.3221, -0.9703, -2.3854)  -0.511
C (-0.9326, -2.9393, -3.6128)  0.420
F (-0.1064, -2.9054, -4.6575)  -0.221
F (-1.9705, -2.1440, -3.8615)  -0.205
F (-1.3688, -4.1816, -3.4433)  -0.215
Cl (2.4141, 1.4056, -0.4265)  -0.142
C (1.8308, 1.9916, -1.9359)  0.547
C (0.4485, 2.0021, -2.1624)  -0.131
C (-0.0218, 2.4517, -3.4003)  0.246
Cl (-1.7155, 2.4483, -3.6941)  -0.196
C (0.8600, 2.8775, -4.3874)  0.185
Cl (0.2622, 3.4242, -5.9046)  -0.204
C (2.2311, 2.8566, -4.1455)  0.336
Cl (3.3273, 3.3732, -5.3640)  -0.204
C (2.7176, 2.4108, -2.9173)  0.161
Cl (4.4087, 2.3656, -2.6218)  -0.200
N (0.9439, 1.1955, 6.5978)  -0.426
C (0.9408, -0.0825, 6.0532)  0.366
S (1.1504, -1.3903, 7.1040)  -0.422
C (0.7254, -0.1826, 4.6533)  0.768
C (0.8365, -1.4090, 3.9404)  -0.814
C (0.6426, -1.4535, 2.5917)  -0.501
N (0.3167, -0.3741, 1.8259)  0.247
C (0.1986, 0.7951, 2.4942)  -0.477
C (0.3830, 0.9386, 3.8407)  -1.093
H (1.2901, 1.2050, 7.5443)  0.249
H (1.3210, 1.9269, 6.0144)  0.189
H (1.0829, -2.3093, 4.4853)  0.386
H (0.7406, -2.3892, 2.0558)  0.402
H (-0.0827, 1.6521, 1.8925)  0.318
H (0.2099, 1.9141, 4.2750)  0.323
C (-0.4633, 1.5018, -1.1884)  -0.406
C (-1.3815, 1.1089, -0.4929)  -0.563
C (-2.6337, 0.9536, 0.2058)  0.873
C (-2.9139, -0.1499, 1.0055)  -0.187
C (-4.1378, -0.2396, 1.6510)  -0.880
C (-5.0875, 0.7606, 1.5037)  -0.367
C (-4.8150, 1.8610, 0.7003)  -0.600
C (-3.5950, 1.9593, 0.0534)  -0.453
H (-2.1685, -0.9256, 1.1171)  0.481
H (-4.3448, -1.0981, 2.2771)  0.395
H (-6.0390, 0.6848, 2.0148)  0.386
H (-5.5525, 2.6449, 0.5809)  0.371
H (-3.3688, 2.8123, -0.5735)  0.425

***

# 3
This record from the OMol25 dataset describes C22H12F3NO4RuS2 as an isolated structure. The level of theory is the ωB97M-V functional and the def2-TZVPD basis.

The calculation puts the HOMO energy (alpha / beta) at -8.9 / -8.8 eV. The HOMO-LUMO gap (alpha / beta) comes out at 6.7 / 6.5 eV. As for the multiplicity: 1.

Last column: Mulliken charge in e.
Atoms and positions in Å:
Ru (0.5353, 0.5006, -0.4287)  0.403
O (4.5605, 0.5103, 0.2169)  -0.673
C (3.3703, 0.4254, 0.4285)  0.385
O (2.4784, 0.8040, -0.4458)  -0.568
C (2.9165, -0.0947, 1.7882)  0.229
C (3.9096, -0.7282, 2.5292)  -0.663
C (3.6703, -1.2197, 3.8010)  -0.531
C (2.4209, -1.0634, 4.3839)  -0.547
C (1.4187, -0.4284, 3.6763)  -0.812
C (1.6530, 0.0481, 2.3838)  1.077
S (0.2548, 0.8324, 1.6484)  -0.471
H (4.8838, -0.8198, 2.0707)  0.495
H (4.4621, -1.7240, 4.3391)  0.394
H (2.2260, -1.4365, 5.3805)  0.381
H (0.4372, -0.2994, 4.1146)  0.434
S (-3.7927, 1.2699, -1.4581)  -0.368
C (-3.7659, -0.3007, -0.7094)  0.633
C (-4.8204, -1.1796, -0.4893)  -0.666
C (-4.5403, -2.3789, 0.1357)  -0.492
C (-3.2377, -2.6976, 0.5369)  -0.909
C (-2.1893, -1.8274, 0.3197)  -0.266
C (-2.4630, -0.6173, -0.3152)  -0.299
N (-1.5454, 0.3739, -0.6200)  0.490
C (-2.0950, 1.4051, -1.2049)  1.133
C (-1.2253, 2.5081, -1.5538)  0.169
C (-1.6298, 3.6798, -2.1832)  -0.910
C (-0.6815, 4.6483, -2.4624)  -0.653
C (0.6515, 4.4391, -2.1190)  -0.729
C (1.0537, 3.2684, -1.4901)  -0.240
C (0.1157, 2.2844, -1.1932)  0.585
H (-5.8271, -0.9326, -0.7977)  0.406
H (-5.3415, -3.0824, 0.3182)  0.392
H (-3.0489, -3.6447, 1.0239)  0.416
H (-1.1785, -2.0674, 0.6238)  0.435
H (-2.6678, 3.8324, -2.4551)  0.399
H (-0.9762, 5.5673, -2.9511)  0.398
H (1.3858, 5.2011, -2.3469)  0.433
H (2.0934, 3.1099, -1.2361)  0.524
F (1.6634, -4.0573, -1.5103)  -0.242
C (1.0184, -3.1320, -2.2142)  0.721
F (-0.1954, -3.6152, -2.5271)  -0.252
F (1.6850, -2.9173, -3.3484)  -0.250
C (0.8513, -1.8292, -1.4122)  0.986
O (1.0675, -1.7996, -0.1963)  -0.648
O (0.4383, -0.8155, -2.0506)  -0.728

***

# 4
This record from the OMol25 dataset describes C22H14BBr4HfN7O2S2 as an isolated structure. The level of theory is the ωB97M-V functional and the def2-TZVPD basis.

The calculation puts the HOMO energy at -7.7 eV. The HOMO-LUMO gap comes out at 8.0 eV. As for the multiplicity: 1. Its relative energy (zero: lowest compared OMol25 entry of this formula, charge and spin) is 13.0 kcal/mol.

Last column: Mulliken charge in e.
Atoms and positions in Å:
Hf (-0.1734, 0.2963, 0.1748)  0.579
C (-3.7847, -0.6186, -2.0520)  -1.099
C (-3.1745, -0.7686, -0.8110)  -0.149
N (-1.8516, -0.8234, -0.9434)  -0.548
N (-1.5831, -0.6783, -2.2722)  0.684
C (-2.7318, -0.5483, -2.9448)  -0.159
B (-0.1318, -0.7003, -2.8456)  -0.146
N (0.6248, 0.6575, -2.6001)  0.340
C (0.6844, 1.6995, -3.4353)  -0.068
C (1.3743, 2.7333, -2.8292)  -1.245
C (1.6992, 2.2394, -1.5733)  -0.144
N (1.2584, 0.9844, -1.4342)  -0.180
N (0.6277, -1.7940, -2.1054)  -0.102
C (1.1304, -2.9671, -2.5167)  -0.204
C (1.6357, -3.6308, -1.4181)  -1.170
C (1.3843, -2.7744, -0.3441)  -0.168
N (0.7759, -1.6735, -0.7707)  0.470
H (-4.8359, -0.5703, -2.2697)  0.420
H (-3.6158, -0.8386, 0.1704)  0.468
H (-2.7170, -0.4429, -4.0166)  0.497
H (-0.1881, -0.8912, -4.0230)  -0.107
H (0.2452, 1.6283, -4.4162)  0.494
H (1.6020, 3.7016, -3.2360)  0.459
H (2.2058, 2.7163, -0.7485)  0.510
H (1.0962, -3.2370, -3.5585)  0.455
H (2.1159, -4.5920, -1.3966)  0.412
H (1.6088, -2.8927, 0.7030)  0.461
S (-1.0457, -0.9489, 2.3762)  -0.480
C (0.6466, -0.8004, 2.6573)  0.408
N (1.4305, -0.3530, 1.7037)  0.371
C (2.7592, -0.2878, 2.0808)  -0.847
C (3.8162, 0.1317, 1.2792)  -0.170
C (5.0884, 0.1197, 1.8176)  -0.805
C (5.3106, -0.3043, 3.1300)  -0.502
C (4.2655, -0.7287, 3.9299)  -0.539
C (2.9838, -0.7178, 3.3936)  0.853
S (1.4757, -1.1855, 4.1319)  -0.225
H (3.6326, 0.4471, 0.2603)  0.414
H (5.9263, 0.4427, 1.2147)  0.412
H (6.3158, -0.3014, 3.5293)  0.381
H (4.4468, -1.0553, 4.9447)  0.405
Br (-2.7454, 6.8362, -0.7453)  -0.175
C (-1.8526, 5.3329, -0.0399)  0.335
C (-1.0839, 5.4450, 1.1146)  0.259
Br (-0.9240, 7.0980, 2.0055)  -0.179
C (-0.4135, 4.3258, 1.6266)  -0.055
Br (0.6769, 4.3889, 3.1575)  -0.126
C (-0.5363, 3.1073, 0.9834)  0.484
O (0.0714, 1.9816, 1.3419)  -0.280
C (-1.3250, 2.9924, -0.1748)  -0.187
O (-1.3540, 1.7714, -0.6934)  0.092
C (-1.9698, 4.0997, -0.6917)  -0.468
Br (-2.9575, 3.8579, -2.2762)  -0.138

***

Number 1: E -111135.1658 eV. Number 2: E -188117.7305 eV. Number 3: E -65095.9679 eV. Number 4: E -341398.6324 eV.